Record 1
DFT (ωB97M-V/def2-TZVPD) results for a 4-piece molecular cluster, C5H18O3 overall at a distorted geometry.

Structure (XYZ):
```
26
Properties=species:S:1:pos:R:3
C -0.399 1.785 1.193
C -1.890 1.793 0.816
C -2.703 0.760 1.546
C -4.101 0.656 0.909
C -2.793 1.043 3.073
H 0.073 0.915 0.782
H 0.152 2.688 0.912
H -0.294 1.786 2.286
H -2.256 2.791 1.083
H -1.974 1.736 -0.268
H -2.284 -0.225 1.369
H -4.728 -0.055 1.464
H -4.029 0.151 -0.064
H -4.608 1.612 0.780
H -2.333 2.005 3.282
H -2.354 0.236 3.659
H -3.851 1.106 3.337
H 4.530 0.668 -5.038
H 5.755 0.082 -4.438
O 5.491 0.768 -5.068
H 4.022 -4.338 -1.605
H 4.230 -5.760 -1.182
O 4.562 -4.873 -1.001
H 3.222 -2.092 -2.551
H 4.604 -2.674 -2.283
O 3.955 -2.562 -2.992
```

Properties
Energy: -426.9992 Eh
SMILES: CCC(C)C.O.O.O
Energy above the lowest of the compared OMol25 structures with the same formula, charge and spin: 45.20 kJ/mol
2S+1: 1
HOMO energy: -0.4103 Eh

=====

Record 2
DFT (ωB97M-V/def2-TZVPD) results for C5H19HgO6 as an isolated structure at a distorted geometry.

Structure (XYZ):
```
31
Properties=species:S:1:pos:R:3
Hg -23.336 15.425 3.582
C -26.822 14.713 -1.544
C -26.655 14.553 -0.047
O -25.428 15.076 0.444
H -26.631 15.716 -1.924
H -27.827 14.432 -1.857
H -26.076 14.059 -1.996
H -26.830 13.505 0.196
H -27.544 15.021 0.377
C -23.955 11.231 6.035
C -23.490 10.923 4.646
O -22.783 11.984 3.967
H -24.658 10.416 6.208
H -24.480 12.174 6.191
H -23.261 10.869 6.793
H -24.320 10.592 4.023
H -22.912 10.016 4.822
C -19.588 16.981 2.953
O -20.049 15.788 2.512
H -20.374 17.709 2.751
H -19.278 17.006 3.997
H -18.690 17.240 2.391
O -23.609 18.608 3.601
H -22.977 19.242 3.262
H -24.457 19.042 3.509
O -22.758 15.699 6.760
H -22.153 16.205 7.302
H -23.589 15.732 7.233
O -26.101 15.456 4.831
H -26.950 15.404 4.391
H -26.284 15.203 5.736
```

Properties
Energy: -806.4268 Eh
Energy above the lowest of the compared OMol25 structures with the same formula, charge and spin: 566.23 kJ/mol
2S+1: 1
Charge: -1
HOMO energy: -0.1360 Eh

=====

Record 3
DFT (ωB97M-V/def2-TZVPD) results for a 4-piece molecular cluster, C5H19N2O3 overall at a distorted geometry.

Structure (XYZ):
```
29
Properties=species:S:1:pos:R:3
C -0.712 -2.492 -1.688
C 0.397 -1.496 -1.290
C 0.490 -1.014 0.138
C -0.875 -0.700 0.829
N 0.300 0.320 3.257
C -0.317 1.123 2.388
N -0.908 0.690 1.334
H -0.436 -3.538 -1.596
H -1.564 -2.397 -1.000
H -1.101 -2.183 -2.654
H 1.317 -1.991 -1.588
H 0.309 -0.588 -1.884
H 0.843 -1.816 0.774
H 1.097 -0.143 0.332
H -1.056 -1.428 1.608
H -1.756 -0.719 0.193
H 0.202 -0.682 3.220
H 1.183 0.656 3.590
H -0.309 2.185 2.589
H -1.469 1.276 0.699
H 2.170 3.023 0.572
H 1.638 2.217 -0.743
O 1.566 2.378 0.209
H 2.035 0.776 -2.867
H 3.188 0.806 -1.882
O 2.224 0.807 -1.922
H -2.632 0.934 -1.170
H -3.345 2.210 -0.700
O -2.481 1.787 -0.744
```

Properties
Energy: -536.9082 Eh
Energy above the lowest of the compared OMol25 structures with the same formula, charge and spin: 79.56 kJ/mol
2S+1: 1
Charge: +1
HOMO energy: -0.5155 Eh

=====

Record 4
DFT (ωB97M-V/def2-TZVPD) results for a 5-piece molecular cluster, C5H19N2O5 overall at a distorted geometry.

Structure (XYZ):
```
31
Properties=species:S:1:pos:R:3
O -0.977 3.264 2.754
C -0.198 2.382 2.956
C -0.415 0.967 2.470
C 0.954 0.328 1.812
C 0.618 -1.008 1.146
N 0.895 0.067 -1.471
C -0.247 -0.526 -1.168
N -0.434 -0.936 0.051
H 0.705 2.503 3.642
H -0.838 0.307 3.232
H -1.236 0.946 1.687
H 1.549 0.956 1.152
H 1.869 0.257 2.460
H 0.060 -1.559 1.954
H 1.506 -1.596 0.833
H 1.652 0.049 -0.739
H 0.990 0.703 -2.251
H -0.923 -0.627 -2.018
H -1.203 -1.573 0.349
H -2.570 1.984 -0.572
H -3.582 3.205 -0.230
O -3.335 2.506 -0.817
H -2.181 -1.814 -3.079
H -3.187 -1.658 -1.864
O -2.961 -1.317 -2.733
H 0.642 -3.727 -2.090
H 0.008 -3.232 -3.321
O -0.083 -3.112 -2.371
H 4.553 0.044 -0.634
H 4.477 1.502 -0.626
O 3.892 0.716 -0.514
```

Properties
Energy: -686.8698 Eh
Energy above the lowest of the compared OMol25 structures with the same formula, charge and spin: 275.80 kJ/mol
2S+1: 2
Charge: +2
HOMO energy (alpha / beta): -0.6194 / -0.6193 Eh

=====

Record 5
DFT (ωB97M-V/def2-TZVPD) results for a 3-piece molecular cluster, C5H19N3O2 overall at a distorted geometry.

Structure (XYZ):
```
29
Properties=species:S:1:pos:R:3
C -0.533 -2.228 1.155
C -0.618 -0.919 1.956
C -1.256 0.202 1.108
C -0.059 1.062 0.637
N 0.140 0.389 -2.953
C -0.018 0.179 -1.620
N 0.088 1.221 -0.773
N -1.647 -1.137 3.107
H 0.076 -1.942 0.208
H 0.224 -2.978 1.721
H -1.412 -2.686 0.954
H 0.281 -0.675 2.515
H -1.905 -0.163 0.252
H -1.948 1.003 1.705
H -0.222 2.160 0.893
H 0.891 0.830 1.171
H 0.593 1.260 -3.205
H 0.251 -0.383 -3.648
H -0.398 -0.926 -1.454
H 0.273 2.130 -1.160
H -2.721 -0.979 2.802
H -1.580 -0.422 3.846
H -1.778 -2.018 3.561
H 2.410 -0.902 -3.380
H 3.298 -1.837 -2.563
O 2.565 -1.197 -2.477
H 1.231 3.838 -2.089
H 2.398 3.586 -1.096
O 1.377 3.530 -1.171
```

Properties
Energy: -516.0193 Eh
Energy above the lowest of the compared OMol25 structures with the same formula, charge and spin: 182.05 kJ/mol
2S+1: 1
Charge: +2
HOMO energy: -0.6388 Eh

=====

Record 6
DFT (ωB97M-V/def2-TZVPD) results for a 5-piece molecular cluster, C5H19NO6 overall at a distorted geometry.

Structure (XYZ):
```
31
Properties=species:S:1:pos:R:3
O -1.002 -4.059 -0.674
C -0.236 -3.154 -0.452
N -0.597 -1.855 -0.856
C -0.199 -0.694 -0.069
C 1.097 -0.040 -0.722
C 2.340 -0.150 0.139
O 1.313 -0.439 -2.051
C -1.352 0.282 -0.045
H 0.669 -3.147 0.146
H -1.471 -1.849 -1.386
H 0.106 -0.986 0.994
H 0.739 0.970 -0.984
H 2.512 -1.230 0.355
H 2.143 0.429 1.024
H 3.209 0.230 -0.440
H 1.714 -1.317 -2.104
H -0.980 1.238 0.297
H -1.733 0.456 -1.049
H -2.190 0.000 0.607
H 1.149 2.801 0.286
H 0.390 4.016 -0.130
O 0.471 3.079 -0.341
H -1.039 -0.813 2.936
H -1.562 0.348 3.900
O -1.398 0.077 2.996
H -0.601 -1.540 -2.866
H -1.329 -0.211 -3.428
O -1.299 -1.171 -3.416
H -0.636 2.505 1.851
H -0.277 3.219 3.179
O 0.052 3.004 2.302
```

Properties
Energy: -708.0704 Eh
SMILES: C[C@@H](O)[C@@H](C)NC=O.O.O.O.O
Energy above the lowest of the compared OMol25 structures with the same formula, charge and spin: 210.94 kJ/mol
2S+1: 1
HOMO energy: -0.3473 Eh

=====

Record 7
DFT (ωB97M-V/def2-TZVPD) results for C5H20AgN6O6 as an isolated structure at a distorted geometry.

Structure (XYZ):
```
38
Properties=species:S:1:pos:R:3
Ag 1.170 0.492 -0.889
O 3.385 1.175 -1.040
H 4.253 0.959 -0.702
O 0.070 0.752 1.221
H 0.669 1.496 1.327
C -2.586 -0.364 -3.003
C -1.884 -0.882 -1.744
O -0.520 -1.206 -2.003
H -3.665 -0.427 -2.808
H -2.358 -0.947 -3.894
H -2.462 0.703 -3.194
H -2.394 -1.780 -1.390
H -1.927 -0.132 -0.958
H -0.457 -1.895 -2.668
C -1.073 -2.727 1.912
O -1.435 -3.895 1.777
N -1.001 -2.091 3.119
N -0.551 -1.956 0.895
H -1.239 -2.582 3.962
H -0.578 -1.191 3.245
H -0.378 -0.954 0.987
H -0.546 -2.435 0.014
C 3.579 -1.010 2.272
O 4.760 -1.321 2.119
N 2.924 -1.286 3.450
N 2.806 -0.371 1.347
H 1.965 -1.035 3.578
H 3.505 -1.549 4.221
H 3.200 0.052 0.497
H 1.874 -0.127 1.655
C -0.760 3.003 -1.848
O 0.121 2.215 -2.208
N -1.418 3.871 -2.664
N -1.210 2.977 -0.546
H -1.117 3.995 -3.610
H -2.220 4.350 -2.311
H -1.683 3.810 -0.240
H -0.821 2.314 0.123
```

Properties
Energy: -1129.5866 Eh
Energy above the lowest of the compared OMol25 structures with the same formula, charge and spin: 0.00 kJ/mol
2S+1: 1
Charge: -1
HOMO energy: -0.1583 Eh

=====

Record 8
DFT (ωB97M-V/def2-TZVPD) results for C5H20ClCrN8O5 as an isolated structure at a distorted geometry.

Structure (XYZ):
```
40
Properties=species:S:1:pos:R:3
Cr 1.504 -8.784 -1.709
Cl 3.458 -10.137 -1.928
C 1.691 -5.732 -0.815
O 2.461 -6.815 -1.317
H 2.297 -4.895 -0.466
H 0.977 -5.408 -1.578
H 1.113 -6.114 0.025
H 3.089 -6.448 -1.946
C 1.550 -7.308 -4.741
O 1.508 -7.998 -3.707
N 2.639 -6.631 -5.138
N 0.423 -7.128 -5.479
H 3.478 -6.676 -4.589
H 2.406 -5.775 -5.615
H 0.474 -6.556 -6.299
H -0.330 -7.711 -5.163
C 1.684 -9.051 1.581
O 1.304 -8.814 0.431
N 1.222 -8.380 2.671
N 2.557 -10.041 1.889
H 1.539 -8.644 3.582
H 0.429 -7.773 2.591
H 2.915 -10.667 1.186
H 3.009 -10.012 2.782
C -1.567 -7.375 -1.378
O -0.440 -7.740 -1.735
N -2.690 -7.853 -1.986
N -1.801 -6.742 -0.221
H -2.620 -8.389 -2.833
H -3.593 -7.701 -1.582
H -2.676 -6.536 0.220
H -1.004 -6.641 0.390
C -0.533 -11.393 -1.382
O 0.207 -10.427 -1.582
N -1.744 -11.168 -0.779
N -0.273 -12.666 -1.711
H -1.897 -10.184 -0.641
H -2.447 -11.854 -0.588
H 0.472 -12.830 -2.368
H -0.839 -13.438 -1.417
```

Properties
Energy: -2521.4734 Eh
Energy above the lowest of the compared OMol25 structures with the same formula, charge and spin: 65.47 kJ/mol
2S+1: 5
Charge: +1
HOMO energy (alpha / beta): -0.3510 / -0.4083 Eh